(1)
{"formula": "C26H28N4O3", "method": "the ωB97M-V functional and the def2-TZVPD basis", "homo_energy_ev": -6.862, "total_charge": 0, "homo_lumo_gap_ev": 7.28, "symbols": ["C", "C", "N", "C", "C", "C", "N", "H", "H", "H", "H", "H", "H", "H", "C", "O", "C", "C", "C", "C", "C", "O", "C", "C", "N", "C", "C", "C", "C", "C", "C", "C", "C", "C", "C", "O", "N", "C", "C", "C", "H", "H", "H", "H", "H", "H", "H", "H", "H", "H", "H", "H", "H", "H", "H", "H", "H", "H", "H", "H", "H"], "positions_angstrom": [[-0.10, -1.44, -2.66], [0.75, -0.27, -2.91], [0.78, 0.43, -4.05], [1.74, 1.40, -3.92], [2.20, 2.14, -5.11], [2.22, 1.38, -2.60], [1.63, 0.29, -1.99], [-0.35, -1.52, -1.59], [-1.03, -1.26, -3.20], [0.36, -2.38, -3.02], [3.11, 2.71, -4.89], [2.42, 1.44, -5.92], [1.43, 2.83, -5.48], [2.93, 2.03, -2.11], [-1.20, -3.40, 2.89], [-1.53, -2.10, 2.36], [-2.71, -1.95, 1.72], [-3.52, -2.97, 1.19], [-4.65, -2.62, 0.46], [-5.02, -1.28, 0.25], [-4.20, -0.27, 0.80], [-4.32, 1.06, 0.57], [-5.30, 1.51, -0.39], [-3.08, -0.62, 1.55], [-2.24, 0.44, 2.03], [-0.92, 0.66, 1.72], [-0.31, 0.09, 0.52], [1.09, 0.21, 0.39], [1.93, -0.27, -0.73], [3.46, -0.12, -0.44], [4.41, -0.14, -1.47], [5.76, 0.08, -1.20], [6.19, 0.29, 0.12], [5.26, 0.24, 1.16], [3.92, 0.00, 0.87], [-1.12, -0.45, -0.28], [-0.52, 1.69, 2.51], [0.81, 2.26, 2.62], [-1.57, 2.09, 3.31], [-2.65, 1.35, 2.99], [-0.32, -3.22, 3.51], [-2.01, -3.80, 3.50], [-0.96, -4.09, 2.08], [-3.24, -4.01, 1.36], [-5.28, -3.40, 0.04], [-5.89, -1.01, -0.34], [-5.15, 2.59, -0.42], [-5.11, 1.06, -1.37], [-6.31, 1.26, -0.05], [1.53, 0.39, 1.35], [1.70, -1.35, -0.79], [4.11, -0.32, -2.51], [6.47, 0.10, -2.02], [7.25, 0.46, 0.33], [5.58, 0.36, 2.19], [3.22, -0.10, 1.71], [0.71, 3.28, 2.99], [1.42, 1.70, 3.34], [1.32, 2.30, 1.66], [-1.46, 2.89, 4.01], [-3.66, 1.36, 3.35]]}

(2)
{"formula": "C26H28N5OS5Tc", "method": "the ωB97M-V functional and the def2-TZVPD basis", "homo_energy_ev": [-9.840, -10.212], "total_charge": 1, "homo_lumo_gap_ev": [5.37, 5.54], "spin_multiplicity": 4, "symbols": ["Tc", "N", "C", "C", "C", "C", "C", "C", "C", "C", "C", "C", "C", "C", "N", "C", "C", "C", "C", "N", "H", "H", "H", "H", "H", "H", "H", "H", "H", "H", "S", "S", "S", "S", "O", "S", "C", "C", "C", "C", "H", "H", "H", "H", "H", "H", "H", "H", "N", "C", "N", "C", "C", "C", "C", "C", "H", "H", "H", "H", "H", "H", "H", "H", "H", "H"], "positions_angstrom": [[-0.01, 0.46, 1.52], [2.76, -4.48, -7.10], [2.40, -3.95, -6.15], [1.95, -3.28, -4.94], [2.88, -2.73, -4.08], [2.45, -2.08, -2.93], [1.09, -2.00, -2.64], [0.16, -2.56, -3.51], [0.59, -3.20, -4.67], [0.63, -1.30, -1.41], [0.37, -2.01, -0.29], [0.46, -3.46, -0.15], [-0.11, -3.78, 1.02], [-0.54, -2.55, 1.62], [-0.26, -1.50, 0.88], [0.33, 0.11, -1.49], [-0.03, 0.85, -2.71], [-0.54, 2.03, -2.32], [-0.46, 2.11, -0.83], [0.17, 0.86, -0.44], [3.94, -2.80, -4.30], [3.17, -1.65, -2.25], [-0.90, -2.50, -3.29], [-0.13, -3.64, -5.35], [0.90, -4.12, -0.89], [-0.24, -4.77, 1.45], [-1.06, -2.43, 2.56], [0.09, 0.48, -3.71], [-0.87, 2.82, -2.97], [0.16, 2.96, -0.50], [1.01, 2.51, 2.34], [-0.29, 3.21, 3.72], [-0.91, 1.67, 4.84], [-0.67, -0.04, 3.85], [2.02, -0.36, 1.79], [3.31, -0.06, 2.56], [4.32, -1.51, 2.22], [3.89, -2.57, 3.22], [3.83, -1.82, 4.55], [3.01, -0.56, 4.28], [5.35, -1.20, 2.37], [4.16, -1.75, 1.17], [4.59, -3.41, 3.24], [2.90, -2.96, 2.95], [4.84, -1.56, 4.87], [3.37, -2.41, 5.35], [3.23, 0.29, 4.93], [1.93, -0.75, 4.30], [-1.61, 1.38, 1.17], [-1.68, 2.18, 0.15], [-2.61, 3.13, 0.02], [-2.85, 3.91, -1.20], [-4.31, 4.34, -1.28], [-5.20, 3.22, -0.74], [-4.97, 3.06, 0.77], [-3.52, 3.42, 1.14], [-2.63, 3.28, -2.06], [-2.18, 4.78, -1.23], [-4.55, 4.57, -2.32], [-4.48, 5.26, -0.71], [-4.94, 2.29, -1.25], [-6.25, 3.42, -0.94], [-5.20, 2.05, 1.09], [-5.63, 3.73, 1.32], [-3.17, 2.88, 2.01], [-3.43, 4.49, 1.35]]}

(3)
{"formula": "C26H29BCl2N8SeZr", "method": "the ωB97M-V functional and the def2-TZVPD basis", "homo_energy_ev": -7.706, "total_charge": 0, "homo_lumo_gap_ev": 7.83, "symbols": ["Zr", "C", "C", "C", "C", "C", "N", "N", "B", "N", "N", "C", "C", "C", "C", "C", "N", "N", "C", "C", "C", "C", "C", "H", "H", "H", "H", "H", "H", "H", "H", "H", "H", "H", "H", "H", "H", "H", "H", "H", "H", "H", "H", "H", "H", "Cl", "C", "C", "C", "C", "C", "Cl", "C", "N", "H", "H", "H", "Se", "C", "C", "C", "N", "C", "C", "H", "H", "H", "H"], "positions_angstrom": [[-14.04, -10.71, -1.46], [-11.21, -12.55, -2.97], [-12.56, -12.96, -3.44], [-12.86, -13.94, -4.36], [-14.24, -14.06, -4.27], [-15.10, -14.99, -5.09], [-14.72, -13.08, -3.50], [-13.65, -12.39, -2.94], [-16.11, -12.69, -3.10], [-16.39, -12.76, -1.54], [-15.79, -11.80, -0.72], [-16.45, -11.70, 0.46], [-16.01, -10.89, 1.63], [-17.48, -12.62, 0.41], [-17.42, -13.29, -0.81], [-18.33, -14.36, -1.39], [-16.53, -11.33, -3.62], [-15.67, -10.26, -3.43], [-16.07, -9.34, -4.27], [-15.38, -7.99, -4.35], [-17.19, -9.73, -5.01], [-17.39, -11.04, -4.63], [-18.43, -11.99, -5.15], [-11.37, -11.63, -2.32], [-10.69, -13.21, -2.31], [-10.60, -12.21, -3.74], [-12.17, -14.50, -5.01], [-14.55, -15.30, -5.97], [-15.33, -15.86, -4.52], [-16.01, -14.43, -5.44], [-16.79, -13.56, -3.53], [-15.05, -11.28, 1.91], [-15.84, -9.86, 1.37], [-16.66, -11.05, 2.50], [-18.21, -12.82, 1.20], [-17.98, -15.33, -0.97], [-19.35, -14.28, -0.96], [-18.32, -14.49, -2.45], [-16.16, -7.21, -4.23], [-14.61, -7.84, -3.56], [-14.92, -7.87, -5.32], [-17.76, -9.28, -5.80], [-19.05, -11.40, -5.86], [-17.97, -12.80, -5.73], [-19.11, -12.37, -4.34], [-13.10, -13.60, 2.01], [-11.75, -12.64, 1.59], [-10.64, -12.81, 2.39], [-9.50, -12.04, 2.28], [-9.42, -11.15, 1.23], [-10.47, -11.03, 0.39], [-10.30, -9.77, -0.84], [-11.71, -11.72, 0.48], [-12.77, -11.31, -0.26], [-10.77, -13.50, 3.25], [-8.61, -12.15, 2.91], [-8.53, -10.58, 0.95], [-14.67, -8.20, -0.58], [-13.24, -7.91, 0.71], [-12.62, -6.67, 0.81], [-11.59, -6.51, 1.74], [-11.17, -7.49, 2.53], [-11.77, -8.66, 2.42], [-12.88, -8.88, 1.60], [-12.94, -5.89, 0.17], [-11.15, -5.54, 1.84], [-11.45, -9.44, 3.11], [-13.38, -9.83, 1.68]]}

(4)
{"formula": "C26H29BrMnN5O2S2", "method": "the ωB97M-V functional and the def2-TZVPD basis", "homo_energy_ev": [-10.631, -10.741], "total_charge": 1, "homo_lumo_gap_ev": [8.05, 8.12], "spin_multiplicity": 6, "symbols": ["Mn", "C", "C", "N", "C", "C", "S", "C", "C", "N", "H", "H", "H", "H", "H", "H", "H", "H", "H", "H", "H", "H", "H", "H", "O", "S", "O", "N", "C", "C", "C", "C", "C", "C", "C", "C", "N", "C", "C", "C", "C", "C", "C", "C", "H", "H", "H", "H", "H", "H", "H", "H", "H", "H", "H", "Br", "C", "C", "C", "C", "N", "C", "H", "H", "H", "H"], "positions_angstrom": [[-0.02, -0.19, 0.43], [2.28, 0.11, 2.92], [1.16, -0.77, 3.44], [-0.14, -0.31, 2.95], [-0.65, 0.88, 3.64], [-0.16, 2.24, 3.12], [-0.04, 2.41, 1.32], [1.72, 2.77, 1.10], [2.68, 1.57, 0.96], [2.14, 0.30, 1.47], [2.24, 1.09, 3.41], [3.25, -0.32, 3.17], [1.30, -1.80, 3.10], [1.19, -0.79, 4.54], [-0.81, -1.06, 3.09], [-1.74, 0.86, 3.57], [-0.41, 0.83, 4.71], [-0.87, 3.00, 3.47], [0.80, 2.51, 3.55], [1.77, 3.37, 0.19], [2.01, 3.43, 1.92], [2.90, 1.41, -0.10], [3.62, 1.82, 1.45], [2.61, -0.45, 0.98], [1.59, -0.76, -1.07], [0.87, -0.04, -2.15], [0.49, -0.86, -3.27], [-0.32, 0.75, -1.44], [-1.67, 0.46, -1.84], [-2.07, 0.52, -3.15], [-3.39, 0.21, -3.55], [-4.33, -0.14, -2.63], [-3.97, -0.19, -1.26], [-4.91, -0.56, -0.27], [-4.53, -0.64, 1.03], [-3.20, -0.34, 1.35], [-2.29, 0.02, 0.48], [-2.65, 0.10, -0.85], [1.99, 1.20, -2.70], [1.56, 2.50, -2.92], [2.47, 3.43, -3.39], [3.79, 3.07, -3.63], [4.20, 1.76, -3.41], [3.30, 0.81, -2.94], [-1.35, 0.80, -3.90], [-3.64, 0.26, -4.60], [-5.34, -0.37, -2.92], [-5.92, -0.78, -0.57], [-5.22, -0.92, 1.82], [-2.88, -0.41, 2.39], [0.53, 2.77, -2.71], [2.15, 4.45, -3.57], [4.49, 3.80, -4.00], [5.23, 1.47, -3.61], [3.61, -0.21, -2.77], [-3.31, -5.19, -0.25], [-1.62, -4.45, 0.12], [-0.51, -5.25, 0.28], [0.71, -4.64, 0.53], [0.75, -3.26, 0.61], [-0.33, -2.48, 0.48], [-1.50, -3.08, 0.22], [-0.58, -6.33, 0.20], [1.61, -5.21, 0.65], [1.70, -2.75, 0.76], [-2.36, -2.45, 0.08]]}

(5)
{"formula": "C26H29ClF6NO7P2S3Ti", "method": "the ωB97M-V functional and the def2-TZVPD basis", "homo_energy_ev": -11.176, "total_charge": 1, "homo_lumo_gap_ev": 7.59, "symbols": ["Ti", "C", "P", "C", "C", "C", "C", "C", "C", "C", "P", "C", "C", "H", "H", "H", "H", "H", "H", "H", "H", "H", "H", "H", "H", "H", "H", "H", "H", "C", "C", "C", "C", "C", "C", "C", "S", "O", "O", "O", "H", "H", "H", "H", "H", "H", "H", "Cl", "C", "C", "C", "C", "C", "C", "C", "H", "H", "H", "H", "H", "H", "F", "C", "F", "F", "S", "O", "O", "N", "S", "O", "O", "C", "F", "F", "F"], "positions_angstrom": [[-0.06, 0.59, -0.41], [2.19, -1.95, 1.37], [2.21, -0.43, 0.39], [3.09, 0.74, 1.47], [3.36, -0.68, -0.99], [4.74, -0.73, -0.85], [5.55, -0.83, -1.97], [4.98, -0.87, -3.24], [3.61, -0.84, -3.39], [2.79, -0.75, -2.27], [0.99, -0.81, -2.31], [0.51, -0.38, -4.00], [0.62, -2.60, -2.26], [3.21, -2.20, 1.67], [1.76, -2.79, 0.82], [1.58, -1.79, 2.26], [4.05, 0.31, 1.75], [2.50, 0.94, 2.36], [3.25, 1.68, 0.94], [5.20, -0.69, 0.13], [6.62, -0.86, -1.86], [5.62, -0.93, -4.11], [3.18, -0.88, -4.38], [0.92, -1.10, -4.71], [0.86, 0.62, -4.26], [-0.58, -0.39, -4.08], [1.28, -3.13, -2.95], [-0.41, -2.74, -2.58], [0.73, -3.01, -1.26], [-5.57, 0.25, 4.75], [-4.33, 0.69, 4.03], [-4.37, 1.01, 2.68], [-3.23, 1.45, 2.01], [-2.04, 1.56, 2.72], [-1.98, 1.26, 4.08], [-3.12, 0.82, 4.72], [-0.56, 2.00, 1.91], [0.20, 2.90, 2.70], [-0.91, 2.38, 0.51], [0.17, 0.69, 1.62], [-6.22, -0.33, 4.09], [-6.14, 1.11, 5.09], [-5.33, -0.36, 5.62], [-5.30, 0.93, 2.14], [-3.27, 1.72, 0.97], [-1.05, 1.37, 4.62], [-3.08, 0.58, 5.78], [-1.83, -5.95, 2.86], [-1.72, -4.50, 1.92], [-1.39, -3.30, 2.53], [-1.29, -2.15, 1.78], [-1.52, -2.17, 0.40], [-1.43, -0.93, -0.43], [-1.88, -3.38, -0.19], [-1.97, -4.54, 0.55], [-1.22, -3.28, 3.60], [-1.04, -1.22, 2.27], [-2.04, -0.12, 0.04], [-1.85, -1.08, -1.43], [-2.10, -3.42, -1.25], [-2.25, -5.48, 0.09], [3.19, 4.45, -3.06], [2.98, 3.23, -2.62], [4.07, 2.78, -2.00], [2.68, 2.42, -3.63], [1.59, 3.23, -1.41], [1.56, 1.79, -1.04], [1.91, 4.15, -0.38], [0.36, 3.62, -2.28], [-0.82, 2.74, -2.76], [-0.95, 1.47, -1.99], [-0.91, 2.56, -4.17], [-2.31, 3.73, -2.26], [-3.34, 2.89, -2.18], [-2.54, 4.63, -3.19], [-2.12, 4.31, -1.10]]}

(6)
{"formula": "C26H29ClN6O3", "method": "the ωB97M-V functional and the def2-TZVPD basis", "homo_energy_ev": -8.054, "total_charge": 0, "smiles": "Nc1nccc(-c2ccc3noc(-c4ccc(Cl)cc4)c3c2)n1.CNC(=O)[C@H](CC(C)C)NC(C)=O", "homo_lumo_gap_ev": 7.14, "symbols": ["N", "C", "N", "C", "C", "C", "C", "C", "C", "C", "N", "O", "C", "C", "C", "C", "C", "Cl", "C", "C", "C", "C", "N", "H", "H", "H", "H", "H", "H", "H", "H", "H", "H", "H", "C", "N", "C", "O", "C", "C", "C", "C", "C", "N", "C", "C", "O", "H", "H", "H", "H", "H", "H", "H", "H", "H", "H", "H", "H", "H", "H", "H", "H", "H", "H"], "positions_angstrom": [[-4.84, 3.70, 0.25], [-3.94, 2.92, 0.85], [-3.46, 3.37, 1.98], [-2.55, 2.60, 2.57], [-2.13, 1.42, 1.99], [-2.65, 1.07, 0.75], [-2.21, -0.16, 0.05], [-0.95, -0.75, 0.30], [-0.56, -1.91, -0.37], [-1.43, -2.50, -1.28], [-1.19, -3.59, -1.96], [-2.35, -3.81, -2.75], [-3.25, -2.81, -2.49], [-4.57, -2.80, -3.17], [-5.63, -1.97, -2.78], [-6.86, -2.00, -3.46], [-7.05, -2.87, -4.53], [-8.58, -2.91, -5.38], [-6.01, -3.72, -4.92], [-4.79, -3.69, -4.24], [-2.68, -1.96, -1.56], [-3.05, -0.77, -0.90], [-3.58, 1.84, 0.19], [-4.85, 3.56, -0.75], [-4.79, 4.65, 0.60], [-2.14, 2.90, 3.53], [-1.42, 0.79, 2.51], [-0.25, -0.30, 1.00], [0.41, -2.36, -0.18], [-5.55, -1.31, -1.93], [-7.67, -1.35, -3.15], [-6.16, -4.41, -5.75], [-4.00, -4.36, -4.57], [-4.00, -0.29, -1.11], [4.70, -3.51, 1.41], [4.60, -2.07, 1.66], [4.53, -1.14, 0.71], [4.52, -1.40, -0.49], [4.41, 0.32, 1.17], [2.92, 0.72, 1.34], [2.68, 2.11, 1.95], [1.19, 2.45, 1.84], [3.05, 2.15, 3.43], [5.07, 1.22, 0.22], [5.86, 2.24, 0.53], [6.48, 2.99, -0.63], [6.10, 2.58, 1.68], [3.71, -3.92, 1.20], [5.34, -3.69, 0.54], [5.13, -4.01, 2.27], [4.60, -1.76, 2.62], [4.91, 0.40, 2.14], [2.42, -0.03, 1.95], [2.46, 0.69, 0.35], [3.24, 2.87, 1.41], [1.02, 3.46, 2.22], [0.88, 2.41, 0.80], [0.62, 1.74, 2.43], [4.13, 2.00, 3.55], [2.52, 1.38, 3.99], [2.80, 3.13, 3.85], [4.96, 0.98, -0.76], [7.19, 3.71, -0.24], [5.70, 3.50, -1.18], [7.00, 2.28, -1.28]]}

(7)
{"formula": "C26H29F3N3O2PSSn", "method": "the ωB97M-V functional and the def2-TZVPD basis", "homo_energy_ev": -13.821, "total_charge": 2, "homo_lumo_gap_ev": 6.39, "symbols": ["Sn", "F", "C", "F", "F", "C", "C", "C", "C", "N", "C", "S", "H", "H", "H", "O", "C", "O", "C", "P", "C", "C", "C", "C", "C", "C", "C", "C", "C", "C", "C", "C", "H", "H", "H", "H", "H", "H", "H", "H", "H", "H", "H", "H", "C", "C", "N", "C", "C", "C", "C", "N", "H", "H", "H", "H", "H", "H", "H", "H", "H", "H", "H", "H", "H", "H"], "positions_angstrom": [[0.39, 0.20, -0.16], [-3.49, -5.46, -1.24], [-2.67, -4.43, -1.38], [-1.67, -4.78, -2.21], [-3.35, -3.44, -2.00], [-2.08, -4.00, -0.06], [-1.97, -4.86, 0.96], [-1.28, -4.48, 2.17], [-0.63, -3.31, 2.24], [-0.68, -2.37, 1.20], [-1.45, -2.68, 0.04], [0.35, -2.59, -0.29], [-2.42, -5.84, 0.90], [-1.30, -5.14, 3.02], [-0.08, -2.98, 3.11], [-4.01, -2.09, 0.61], [-3.42, -1.30, -0.05], [-2.09, -1.55, -0.47], [-3.85, 0.05, -0.50], [-2.46, 1.26, -0.28], [-2.18, 1.26, 1.52], [-2.86, 0.51, 2.48], [-2.49, 0.59, 3.81], [-1.43, 1.41, 4.20], [-0.74, 2.16, 3.26], [-1.10, 2.07, 1.92], [-3.23, 2.86, -0.63], [-3.90, 3.60, 0.35], [-4.45, 4.82, 0.01], [-4.33, 5.31, -1.28], [-3.65, 4.59, -2.25], [-3.09, 3.36, -1.92], [-4.74, 0.35, 0.04], [-4.08, 0.02, -1.57], [-3.70, -0.11, 2.20], [-3.03, 0.03, 4.55], [-1.16, 1.47, 5.25], [0.07, 2.81, 3.57], [-0.62, 2.72, 1.19], [-4.00, 3.21, 1.35], [-4.98, 5.40, 0.76], [-4.76, 6.27, -1.53], [-3.56, 4.97, -3.26], [-2.56, 2.79, -2.67], [5.38, -2.12, 0.30], [5.44, -0.60, 0.17], [4.89, -0.16, -1.11], [5.88, 0.08, -2.17], [6.42, 1.51, -2.12], [3.60, 0.05, -1.29], [3.10, 0.42, -2.66], [2.69, -0.04, -0.33], [5.87, -2.44, 1.22], [5.89, -2.59, -0.54], [4.35, -2.48, 0.32], [6.48, -0.27, 0.22], [4.93, -0.12, 1.00], [5.45, -0.13, -3.14], [6.70, -0.63, -2.02], [5.62, 2.24, -2.21], [7.12, 1.67, -2.94], [6.95, 1.70, -1.19], [3.55, 1.34, -3.02], [2.02, 0.55, -2.63], [3.33, -0.37, -3.38], [3.09, -0.29, 0.57]]}